C22H24NO | ωB97M-V/def2-TZVPD

XYZ file:
```
48
Properties=species:S:1:pos:R:3:nbo_charge:R:1
C 5.32036 -1.89170 1.71054 -0.27
O 4.87181 -0.51692 1.72483 -0.45
C 3.54194 -0.24390 1.74630 0.43
C 3.17847 1.12988 1.77996 -0.28
C 1.86039 1.48493 1.93864 -0.07
C 0.81829 0.51316 2.08983 -0.22
C -0.50067 1.00881 2.24926 0.07
C -1.74809 0.36888 2.01230 -0.11
C -2.95250 1.15590 2.00582 -0.10
C -4.20181 0.56935 1.86215 -0.24
C -4.33200 -0.82306 1.76030 0.11
C -5.68389 -1.46583 1.74533 -0.66
C -3.17613 -1.60806 1.72603 -0.22
C -1.91426 -1.03149 1.78156 -0.12
C 1.22539 -0.85067 2.13286 -0.02
C 2.53286 -1.23315 1.88058 -0.33
H 6.40545 -1.80971 1.67168 0.23
H 5.00653 -2.41425 2.62182 0.19
H 4.94903 -2.42211 0.82514 0.19
H 3.98347 1.85603 1.68534 0.26
H 1.61608 2.54628 1.96213 0.24
H -0.56053 2.08655 2.45738 0.24
H -2.87680 2.23999 2.11547 0.23
H -5.10769 1.17898 1.85104 0.24
H -5.59199 -2.55713 1.73232 0.23
H -6.31730 -1.19197 2.60250 0.25
H -6.22520 -1.15620 0.84401 0.25
H -3.28083 -2.69108 1.66265 0.23
H -1.05146 -1.67578 1.65764 0.22
H 0.52392 -1.62627 2.42191 0.21
H 2.80395 -2.29370 1.84359 0.24
C -0.94170 5.95953 8.87337 -0.21
C -0.67419 6.47913 7.59905 -0.20
C -0.77185 5.65695 6.47146 -0.21
C -1.17130 4.32382 6.60514 -0.04
C -1.44856 3.49235 5.37042 -0.24
N -0.34016 2.74212 4.79244 -0.84
C -1.39733 3.79053 7.88108 -0.22
C -1.29718 4.61018 9.01237 -0.19
H -0.85408 6.59965 9.75634 0.22
H -0.39917 7.52870 7.48196 0.22
H -0.56054 6.04699 5.47380 0.21
H -2.24883 2.78702 5.63234 0.18
H -1.80882 4.17674 4.59270 0.19
H 0.31627 2.45397 5.51566 0.37
H -0.67624 1.89780 4.32594 0.34
H -1.67391 2.73820 7.98350 0.21
H -1.50706 4.20125 10.00284 0.22
```

**Spin multiplicity**: 1
**HOMO level**: -11.1 eV
**Energy**: -982.4360 a.u.
**Frontier orbital gap**: 5.658 eV
**Total charge**: +1
**Maximum force**: 1.6 eV Å⁻¹